No. 1
55
Properties=species:S:1:pos:R:3:nbo_charge:R:1 method="wB97M-V/def2-TZVPD" homo_ev=-8.3 homo_lumo_gap_ev=9.0 smiles="CCOC(=O)C1(CCOc2ccccc2)CCN(C(=O)CCSC)CC1" de_lowest_kcal_mol=3.1 charge=0
H -0.750 -0.080 1.527 0.2162
O 0.647 2.862 -1.478 -0.6170
C -4.008 -0.929 -1.289 -0.5170
C -0.276 0.250 -1.188 -0.4050
H -5.779 -1.515 -0.183 0.2418
H -0.316 5.231 1.432 0.2116
C 5.627 -3.341 0.574 -0.1873
C 0.705 2.406 -0.364 0.8228
H -1.875 2.564 0.476 0.1857
H 2.038 0.752 1.356 0.2260
H -2.683 1.450 1.609 0.2533
H 6.040 -1.255 0.866 0.2229
C 2.799 0.362 -0.601 -0.0661
H -3.147 -1.461 -1.695 0.2255
H 2.143 4.706 1.321 0.1931
H 3.042 1.408 -0.807 0.1954
H -4.120 -3.699 2.317 0.2222
C 1.677 0.278 0.441 -0.4069
H -0.402 5.129 -0.335 0.2209
C -5.057 -1.953 -0.869 -0.5169
H 6.554 -3.669 1.020 0.2139
C 5.348 -1.993 0.494 -0.2596
H 2.506 -0.110 -1.545 0.1757
H -4.422 -0.282 -2.068 0.2267
C -0.615 0.951 1.192 -0.4033
S -4.302 -3.392 -0.026 0.1488
H 0.552 6.404 0.430 0.2203
H -0.362 -0.814 -0.961 0.2106
C -1.667 0.817 -1.493 -0.2181
C 0.242 5.366 0.508 -0.6350
H 4.940 -5.328 0.148 0.2134
C 1.469 4.465 0.497 -0.0753
H 2.322 -2.181 -1.027 0.2061
H -4.471 -1.995 1.913 0.2514
O -4.187 -0.037 0.935 -0.6569
H 0.344 0.377 -2.075 0.2280
H -0.208 1.532 2.019 0.2297
H -5.774 -3.220 1.865 0.2082
O 4.000 -0.193 -0.117 -0.4928
H -5.569 -2.349 -1.745 0.2218
C 0.368 0.964 0.009 -0.1504
C -3.579 -0.049 -0.121 0.6998
N -2.510 0.752 -0.324 -0.4422
C 3.251 -2.484 -0.570 -0.2721
C -1.974 1.517 0.782 -0.2190
C -4.716 -3.031 1.703 -0.7402
H 1.473 -0.771 0.668 0.2186
H 1.996 4.556 -0.458 0.1990
H -1.564 1.868 -1.785 0.2135
H 2.832 -4.551 -0.871 0.2131
C 3.543 -3.836 -0.485 -0.2020
C 4.155 -1.549 -0.079 0.2981
C 4.724 -4.272 0.085 -0.2473
O 1.110 3.097 0.700 -0.5212
H -2.113 0.281 -2.327 0.2174


No. 2
82
Properties=species:S:1:pos:R:3:mulliken_spin:R:1 method="wB97M-V/def2-TZVPD" homo_ev="-8.3 / -8.1" homo_lumo_gap_ev="2.9 / 2.7" s_squared=2.126 charge=+1 multiplicity=3
C 4.208 -0.327 -1.722 -0.0371
H 4.465 -1.150 -2.405 0.0000
H -3.787 -4.417 0.917 -0.0001
P 0.218 0.461 -2.566 -0.0240
C 1.567 -3.515 1.534 0.0017
H 0.665 3.460 -1.702 -0.1038
H -0.690 1.781 -4.343 -0.0001
H 0.129 6.106 -0.559 0.0002
H 2.041 -5.636 1.814 0.0000
H 2.230 -5.044 0.150 -0.0001
H 1.733 -3.276 2.599 0.0008
H 1.810 -0.063 2.327 0.0107
H 0.247 4.324 1.825 0.0004
H 2.233 -2.646 -0.338 0.0007
H -0.988 -1.440 -1.760 -0.0043
H -4.801 -0.610 0.735 0.0013
H -1.629 0.703 1.187 0.0035
H -1.086 -1.303 -3.558 -0.0006
H 1.492 1.130 3.625 -0.0016
C -0.512 -4.882 1.834 -0.0078
C -0.848 -2.628 0.984 0.0141
H 1.085 1.934 -4.288 -0.0023
H 3.416 -4.616 1.415 0.0000
H -3.143 -2.771 -1.871 -0.0008
H 1.535 -1.544 -2.152 -0.0005
O 0.374 5.336 0.047 0.0143
H 0.528 3.681 -0.968 0.0787
H -3.709 -1.085 2.057 -0.0003
C -3.453 1.917 1.055 -0.0268
O -0.473 -1.428 0.883 0.0177
H 0.331 0.453 -4.989 0.0068
C 3.316 1.513 0.078 -0.0088
C 0.247 1.229 -4.213 -0.0038
H 0.111 -5.647 2.299 0.0002
C -3.876 -2.410 -1.141 0.0008
H 1.586 -1.467 0.824 0.0030
C -2.179 1.489 0.655 0.1028
H -4.572 -3.225 -0.884 -0.0001
C 2.886 0.126 -1.737 0.0516
P 0.913 1.981 1.509 -0.0463
C 0.273 3.407 2.430 0.0438
C -4.171 2.803 0.244 0.0635
C -1.599 2.086 -0.481 -0.1059
H -0.758 3.169 2.717 -0.0101
H -4.883 -2.278 1.413 0.0001
C -3.637 3.267 -0.963 -0.0318
H 3.022 4.358 0.676 -0.0015
H -2.061 -0.216 -2.506 0.0025
C 0.056 -3.700 1.395 0.0065
H -2.288 -6.088 1.997 0.0008
C -1.871 -5.144 1.669 0.0181
H -1.864 3.255 -2.274 -0.0169
C 1.819 -0.542 -2.548 -0.0071
C -2.335 2.918 -1.342 0.0771
H 3.274 2.677 1.886 -0.0014
C 5.109 0.267 -0.881 0.0230
H -4.439 -1.590 -1.609 0.0002
H -3.875 1.537 1.982 -0.0001
N 2.473 1.110 -0.905 -0.0087
C -3.180 -1.909 0.129 0.0022
C 1.095 0.662 2.717 -0.0220
H 2.107 -0.675 -3.613 0.0020
H 5.330 1.711 0.706 0.0008
W 0.523 1.956 -0.784 2.0049
H 0.895 3.575 3.317 0.0082
C 4.686 1.230 -0.021 -0.0484
H -4.243 3.900 -1.609 0.0018
C -2.724 -4.206 1.084 -0.0072
H -5.167 3.098 0.551 0.0035
O 3.186 5.256 0.452 -0.0028
C 2.184 -2.375 0.724 0.0005
H 3.208 -2.176 1.076 0.0000
H 3.765 5.309 -0.283 0.0028
C -1.113 -0.756 -2.606 0.0105
C 2.630 2.200 1.091 -0.0597
H -2.552 -1.048 -0.133 -0.0003
H 0.108 0.205 2.840 -0.0025
H 1.351 5.542 0.087 0.0032
C -2.241 -2.969 0.715 0.0106
C -4.215 -1.441 1.153 -0.0014
H 6.149 -0.091 -0.858 0.0001
C 2.355 -4.785 1.208 0.0010


No. 3
122
Properties=species:S:1:pos:R:3:mulliken_spin:R:1 method="wB97M-V/def2-TZVPD" homo_ev="-5.5 / -5.5" homo_lumo_gap_ev="7.8 / 7.7" de_lowest_kcal_mol=0.0 s_squared=2.006 charge=-1 multiplicity=3
C 1.519 3.117 4.731 0.0015
H -0.866 6.291 -2.156 -0.0004
C 2.555 -2.881 0.918 0.0012
C -2.046 -5.214 0.962 -0.0006
H 2.849 -1.321 4.437 0.0001
H -2.064 -2.077 -5.329 -0.0001
H -3.011 -3.252 3.035 -0.0016
H -1.609 -4.410 -5.369 0.0000
H 3.225 1.752 4.296 0.0003
O 1.166 4.709 6.476 0.0000
H 1.113 7.391 1.977 0.0000
H -0.705 -4.938 -3.943 0.0000
Ge -0.866 -1.108 0.808 0.0026
O -3.684 2.360 1.746 0.0362
H 0.310 4.811 5.936 0.0003
C 1.637 5.619 0.871 -0.0019
C 0.956 1.096 -3.800 -0.0055
H 2.558 -0.889 -1.961 -0.0004
C 2.491 -3.504 -0.450 0.0005
O 3.097 3.621 6.396 0.0001
C -2.059 -3.831 0.789 -0.0014
C -0.879 -3.100 1.013 0.0035
O -1.854 3.802 3.318 0.0320
C 1.501 -3.005 1.824 -0.0018
C -0.642 -4.359 -4.868 0.0001
H 4.507 -2.077 0.577 0.0003
C -0.761 -0.565 -4.566 -0.0008
H -2.536 -4.821 -1.727 0.0001
S -1.705 -0.197 2.585 0.0719
C 0.966 -2.656 -3.971 -0.0012
H 5.427 -1.178 3.902 0.0000
H -0.900 4.573 -2.578 0.0006
C 2.461 4.507 0.764 0.0011
H -7.532 -0.879 -0.037 0.0000
H 1.645 -3.475 -3.760 0.0000
C 2.764 -1.753 3.445 0.0002
H 2.694 3.237 -5.790 0.0000
C 1.585 1.615 -4.932 0.0003
H 0.177 -3.678 4.141 -0.0002
H 1.685 0.966 2.374 -0.0010
N 1.487 1.686 3.070 -0.0026
C -1.744 0.535 -4.867 -0.0006
H -4.736 -3.606 3.221 0.0001
H 1.152 -5.640 1.970 0.0000
H 0.258 5.645 -3.365 0.0001
C -5.422 -2.109 0.914 0.0006
H 0.106 -4.834 -5.505 0.0000
C -5.745 -2.010 -0.428 0.0006
C 3.814 -1.601 2.546 -0.0001
C -3.347 -3.196 0.382 0.0000
H -2.114 0.459 -5.891 0.0000
H 2.999 -4.473 -0.451 -0.0001
H -3.561 2.655 0.831 -0.0049
C 5.049 -0.834 2.938 0.0000
Ni -1.524 2.061 2.162 1.7084
H -4.147 -1.943 3.339 -0.0001
O -0.985 4.844 5.098 0.0011
H 3.184 -0.238 -3.471 -0.0001
H 2.893 1.619 -0.023 0.0003
H -1.304 1.520 -4.723 0.0001
H 4.827 0.231 3.032 -0.0001
C 1.501 3.127 -2.611 -0.0149
C 0.796 5.925 -0.190 -0.0033
H -6.803 -0.571 -1.620 0.0000
C 0.735 5.128 -1.323 -0.0031
H 2.631 4.572 -3.702 -0.0001
C -4.014 -2.889 2.819 0.0046
C -0.896 -5.870 1.366 0.0002
H -2.599 0.448 -4.191 -0.0002
C 1.349 -1.358 -3.666 0.0000
H 0.139 6.785 -0.113 -0.0002
C 0.266 -3.761 1.464 -0.0008
C 0.302 3.182 4.017 0.0097
C 2.444 3.698 -0.365 0.0014
H 4.286 2.695 0.113 0.0000
C 0.889 1.859 -2.622 0.0081
C 1.994 3.840 5.940 -0.0001
C -0.259 -2.934 -4.568 -0.0005
H -0.902 -6.945 1.499 0.0000
C 1.556 3.998 -1.402 0.0177
H 2.678 6.687 2.420 0.0000
C -0.944 4.018 4.169 -0.0015
C 0.467 -0.304 -3.961 0.0031
H -6.099 -1.704 1.658 0.0000
C 0.253 -5.144 1.622 -0.0002
C -3.692 -3.169 -0.977 -0.0016
S 1.196 -0.151 0.369 -0.0041
H 1.610 1.008 -5.830 0.0000
C -1.104 -1.880 -4.861 -0.0012
C -0.247 5.434 -2.421 0.0017
C 3.368 2.509 -0.447 0.0010
H -5.136 -2.534 -2.417 0.0001
H -3.262 -3.797 -2.981 0.0000
H -1.854 -3.233 -2.077 -0.0002
H 3.340 -1.969 -3.121 0.0001
S -1.026 2.895 0.069 0.1049
C 1.613 -2.453 3.111 -0.0001
C -4.880 -2.572 -1.362 0.0014
H 0.874 -2.378 5.127 0.0003
H -0.340 -2.012 3.898 0.0054
C 2.242 2.134 4.081 -0.0002
H -7.691 -2.069 -1.339 0.0000
C 2.687 -1.100 -3.025 0.0003
S -1.688 -0.379 -1.189 0.0058
Ge -0.084 1.230 -0.964 0.0025
H 3.125 4.258 1.587 -0.0002
C 3.697 -2.179 1.292 0.0007
H -2.961 -5.767 0.782 0.0001
C 1.654 6.457 2.122 -0.0001
H 5.836 -0.953 2.194 0.0000
H 2.990 -2.859 -1.173 0.0002
H 1.180 5.917 2.944 0.0002
C -2.786 -3.794 -2.000 0.0000
H 3.630 2.274 -1.478 -0.0001
N 0.321 2.311 3.021 0.0337
C 2.147 3.604 -3.748 0.0009
C -4.242 -2.715 1.341 -0.0009
H 1.464 -3.660 -0.775 0.0000
C 0.522 -2.642 4.130 -0.0064
C -7.018 -1.342 -0.878 -0.0002
H -3.744 3.162 2.285 -0.0038
C 2.185 2.859 -4.911 0.0009


No. 4
93
Properties=species:S:1:pos:R:3:mulliken_spin:R:1 method="wB97M-V/def2-TZVPD" homo_ev="-13.3 / -13.4" homo_lumo_gap_ev="6.3 / 7.6" s_squared=6.119 charge=+2 multiplicity=5
C 15.010 11.548 8.205 0.0032
C 16.047 10.828 8.806 0.0006
C 8.005 8.497 8.327 0.0023
C 9.606 12.635 8.635 0.0214
H 10.024 11.827 8.086 -0.0126
H 14.381 12.713 6.494 -0.0005
C 9.202 13.861 10.559 0.0440
H 18.169 10.667 6.101 -0.0001
C 8.388 14.706 9.894 0.0025
C 8.389 7.437 7.583 -0.0004
H 16.005 10.623 9.913 -0.0017
C 12.599 8.602 10.363 -0.0301
C 9.221 8.712 13.279 0.0165
C 9.844 6.814 14.377 -0.0003
C 13.304 14.505 9.779 0.0006
C 8.119 14.471 8.557 0.0067
N 8.415 7.699 12.948 0.0002
H 10.987 8.236 11.698 -0.0141
H 8.301 5.642 13.570 0.0001
C 14.361 12.047 14.794 0.0081
H 7.496 8.263 11.222 -0.0045
C 10.666 7.755 8.212 -0.0044
C 10.289 8.926 8.876 -0.0497
C 8.741 13.458 7.925 -0.0023
C 8.980 9.286 8.981 0.0207
H 7.637 6.839 7.060 0.0000
C 14.470 7.087 10.398 0.0040
N 12.444 10.756 8.456 -0.0143
C 16.315 11.725 6.181 0.0004
H 13.255 9.829 6.759 -0.0012
H 16.421 12.221 5.178 0.0000
H 12.333 11.275 6.425 0.0003
P 11.586 9.869 9.663 -0.1182
H 10.405 6.185 14.992 0.0002
Se 9.112 10.470 12.663 0.0293
C 15.170 12.046 6.896 0.0014
H 15.110 12.194 15.593 -0.0001
H 10.640 8.855 15.985 -0.0001
O 10.884 14.216 14.391 0.0119
O 8.869 14.858 12.704 0.0127
C 11.927 15.263 7.511 0.0000
P 13.522 11.851 9.192 0.0415
C 9.727 7.007 7.521 -0.0004
N 10.428 13.163 12.403 -0.1434
H 6.699 6.925 12.084 0.0003
H 13.784 14.275 10.686 -0.0003
C 13.196 12.799 14.717 0.0014
N 10.146 8.192 14.110 0.0039
C 12.767 15.798 9.671 -0.0024
H 15.534 10.572 13.576 -0.0004
H 10.818 10.057 14.673 0.0032
C 12.002 7.899 11.414 -0.0121
C 12.658 6.824 11.951 0.0054
H 11.691 7.344 8.282 -0.0011
C 9.400 14.004 12.005 -0.0155
Mn 10.967 11.674 11.304 4.3843
H 18.019 9.989 8.587 0.0000
C 17.301 10.933 6.730 0.0007
H 11.649 17.185 8.398 0.0001
N 9.808 12.790 9.962 -0.1581
H 6.541 8.653 12.489 -0.0010
C 13.748 11.031 12.690 0.0334
C 11.003 9.027 14.964 0.0005
C 8.755 6.574 13.654 0.0003
H 12.216 6.274 12.764 -0.0004
H 12.897 16.481 10.493 0.0000
H 11.432 9.874 6.867 0.0006
C 17.216 10.556 8.073 0.0010
H 12.881 13.538 15.447 -0.0010
H 6.921 8.841 8.378 0.0000
C 12.365 10.429 7.046 -0.0041
C 13.827 8.182 9.841 -0.0205
H 12.048 8.714 14.917 0.0003
H 7.954 15.471 10.548 -0.0009
C 14.621 11.120 13.748 -0.0007
C 7.209 7.864 12.156 0.0077
H 11.462 15.579 6.596 0.0001
N 12.641 11.745 12.616 -0.0915
H 8.620 13.251 6.843 -0.0001
H 7.513 15.194 8.002 -0.0003
C 12.129 16.206 8.512 0.0007
H 10.055 6.174 6.913 -0.0002
C 12.382 13.964 7.628 0.0075
C 13.064 13.584 8.799 -0.0039
C 12.408 12.657 13.615 0.0560
H 14.245 8.667 8.961 -0.0012
H 8.713 10.178 9.491 0.0161
H 15.405 6.678 9.964 -0.0003
H 12.150 13.245 6.884 0.0003
C 11.161 13.398 13.566 -0.0293
C 13.909 6.423 11.487 -0.0054
H 14.423 5.554 11.891 -0.0003
H 13.857 10.362 11.863 -0.0033


No. 5
76
Properties=species:S:1:pos:R:3:lowdin_charge:R:1 method="wB97M-V/def2-TZVPD" homo_ev=-11.9 homo_lumo_gap_ev=5.9 de_lowest_kcal_mol=0.0 charge=+2
C -1.947 4.425 -3.712 0.0150
C -1.895 -2.498 1.440 -0.0378
C -2.348 -4.691 -2.783 -0.0746
C -1.726 -3.679 -3.493 -0.0098
H -1.761 -5.542 -2.493 0.1121
N -3.451 1.015 0.791 -0.0781
S -4.579 -0.067 -1.435 0.7284
H -4.172 -5.323 -1.761 0.1178
C 2.034 1.252 -2.879 -0.0016
H 6.904 1.582 4.563 0.0952
H -2.434 4.547 -1.589 0.1258
H -3.232 -2.453 -0.193 0.1032
N 1.944 -0.838 2.719 0.1938
N -2.288 1.691 -3.323 0.0347
C 4.541 -0.222 6.132 0.0290
C 3.729 -0.599 5.064 -0.0037
H -0.374 -2.183 2.986 0.1518
C -2.504 -2.550 -4.021 -0.3829
C -0.742 -2.018 1.940 0.0344
C 6.015 1.002 4.641 -0.0029
H 7.379 2.659 6.314 0.1161
C -4.474 -3.572 -2.984 -0.0643
C 2.590 0.879 -1.655 0.0245
H 3.523 1.378 -1.368 0.1341
C -2.226 2.205 -4.527 -0.1172
H 2.572 1.934 -3.576 0.1332
H -1.087 3.144 -0.045 0.1391
C -3.871 -2.565 -3.722 -0.1385
H -2.170 1.842 2.258 0.1512
C -1.942 -1.370 -4.629 -0.1813
C 0.117 -1.273 1.097 -0.0301
H -4.497 -1.755 -4.124 0.1182
C 0.727 0.779 -3.179 -0.0829
C -0.287 -1.037 -0.241 -0.1454
H -0.658 -3.752 -3.735 0.1242
H 7.991 1.730 7.756 0.0862
H 8.397 1.132 6.249 0.1122
H 2.951 -1.340 5.264 0.1201
H -4.022 -0.802 1.798 0.0501
C -4.298 0.217 1.814 0.0622
C 5.140 0.721 3.607 -0.0209
C -2.234 3.934 -2.441 0.0394
H -1.788 5.497 -3.829 0.1349
H 4.330 -0.664 7.126 0.1356
H -0.958 -1.328 -5.052 0.0603
C -2.437 1.847 1.191 -0.0262
C 1.870 0.101 -0.759 -0.0676
H -1.909 3.850 -5.826 0.1377
C 2.295 -0.171 0.584 -0.1161
C -2.058 3.534 -4.787 -0.0019
C 5.681 0.586 5.918 -0.3055
C 3.975 -0.017 3.799 -0.1647
N -2.574 1.889 -1.021 0.0009
C 3.063 -0.217 2.677 -0.2512
C 0.577 -0.310 -1.111 -0.1379
H -4.019 0.580 2.808 0.1031
O 6.390 0.932 6.957 -0.0364
H -2.621 -0.837 -5.327 0.0756
C -3.555 1.008 -0.568 -0.6844
N -1.514 -1.430 -0.669 0.0416
Sc -2.292 -0.515 -2.634 0.8921
C 1.446 -0.787 1.453 -0.1719
H 5.382 1.155 2.615 0.1147
N -0.004 0.067 -2.293 0.0481
H -2.564 -3.019 2.102 0.1264
H -5.350 0.412 1.530 0.1101
H 0.256 0.981 -4.137 0.1069
C 7.586 1.665 6.778 -0.0591
H 4.137 0.838 1.160 0.1438
H -5.537 -3.464 -2.723 0.1251
C -3.694 -4.615 -2.444 -0.0655
C -2.415 2.552 -2.325 -0.2251
H -2.290 1.487 -5.329 0.1230
N 3.373 0.209 1.373 0.1911
C -2.257 -2.149 0.147 -0.1302
C -1.856 2.390 0.092 -0.0072